Here is a single C4H4O2 molecule from the Open Molecules 2025 dataset. Energies are from ωB97M-V with the def2-TZVPD basis set.

XYZ file:
```
10
Properties=species:S:1:pos:R:3:nbo_charge:R:1
C -1.43250 0.16775 0.03591 0.76
C -0.29152 -0.65606 0.10976 -0.62
C 1.06718 -0.14438 -0.34476 -0.04
C 2.14457 0.25177 -0.09330 -0.19
H -0.24377 1.48165 -0.03176 0.47
H -0.51590 -1.45088 -0.59154 0.28
H -0.16439 -1.32766 1.03341 0.29
H 3.10753 0.50271 0.11979 0.23
O -1.08859 1.46139 -0.01817 -0.62
O -2.58261 -0.28629 -0.21934 -0.56
```

Computed properties:
Energy relative to the best compared isomer or geometry (same formula, charge and spin) in kJ/mol: 255.9
Structure (SMILES): C#CCC(=O)O
Total charge: 0
Orbital gap in eV: 11.1